No. 1
97
Properties=species:S:1:pos:R:3:lowdin_charge:R:1 method="wB97M-V/def2-TZVPD" lumo_energy_ev=-1.260 total_energy_ev=-134849.74153 total_charge=0
C -14.3939 -0.7147 -21.7001 0.0333
C -14.5000 -0.2028 -23.1128 -0.4047
O -13.6168 0.1939 -23.7795 0.1765
N -15.9338 -0.1492 -23.5656 0.0778
H -16.3888 -1.0525 -23.3966 0.1114
H -16.4183 0.6101 -23.0222 0.0703
C -16.0300 0.2501 -25.0241 0.0259
H -14.6230 0.0332 -20.9408 0.1073
H -13.3354 -0.9289 -21.5398 0.0909
H -14.9616 -1.6314 -21.5512 0.0801
H -17.0744 0.2361 -25.3242 0.0864
H -15.5097 -0.4809 -25.6355 0.0825
H -15.6161 1.2508 -25.0682 0.1063
C -17.0005 -6.5541 -20.7447 0.0487
C -18.1123 -7.0469 -21.6461 -0.3945
O -18.8977 -7.8866 -21.3909 0.1922
N -18.1819 -6.2560 -22.9315 0.0773
H -18.2677 -5.2732 -22.6255 0.0926
H -17.3012 -6.3784 -23.4299 0.1764
C -19.2922 -6.6126 -23.8725 0.0211
H -15.9926 -6.5423 -21.1584 0.1015
H -17.0962 -7.2111 -19.8846 0.1070
H -17.2223 -5.5052 -20.5199 0.0791
H -19.4056 -5.7229 -24.4876 0.1029
H -20.2285 -6.9066 -23.4091 0.1054
H -18.9922 -7.4853 -24.4492 0.1044
Zn -19.9004 -0.4072 -22.3262 0.5335
S -18.6540 -2.5905 -22.7063 0.3296
O -19.7370 -1.8931 -23.4881 -0.3639
O -18.3859 -1.5460 -21.6874 -0.3633
O -19.1145 -3.7975 -22.0383 -0.3376
O -17.4465 -2.8176 -23.4859 -0.3413
S -18.5697 1.8392 -22.3771 0.3205
O -19.1084 3.1742 -22.4117 -0.2925
O -17.1046 1.8480 -22.3523 -0.3296
O -19.1351 1.0676 -21.2370 -0.3851
O -18.9633 0.8888 -23.4534 -0.3814
O -17.5538 -4.3418 -17.5176 0.0225
C -18.2344 -3.9033 -18.4344 -0.5853
N -17.6628 -3.1152 -19.3852 0.1429
C -19.6555 -4.3950 -18.6300 0.0178
H -16.6577 -3.1482 -19.2923 0.1231
H -18.0973 -2.8535 -20.2638 0.0438
H -20.0512 -4.1498 -19.6173 0.0581
H -20.3244 -3.9811 -17.8809 0.0686
H -19.5990 -5.4809 -18.5673 0.0849
O -22.2896 -0.4946 -27.3981 0.0219
C -21.4816 -0.9040 -26.5795 -0.5888
N -21.8725 -1.5729 -25.4687 0.1686
C -19.9845 -0.6661 -26.7128 0.0082
H -21.2588 -1.8907 -24.7362 0.0469
H -22.8786 -1.5638 -25.3997 0.1039
H -19.7106 -0.8380 -27.7530 0.0838
H -19.4462 -1.3441 -26.0511 0.0551
H -19.7256 0.3657 -26.4794 0.0869
O -15.9767 -2.4226 -27.4838 0.0366
C -16.2366 -3.5888 -27.2021 -0.6014
N -16.9401 -3.8953 -26.1091 0.1579
C -15.9915 -4.6972 -28.1838 -0.0158
H -17.2168 -3.1888 -25.4340 0.0619
H -16.9174 -4.8013 -25.6740 0.0822
H -16.8796 -5.2668 -28.4540 0.0797
H -15.2669 -5.3911 -27.7463 0.0798
H -15.5826 -4.2754 -29.0976 0.0836
O -17.8393 1.5843 -17.3773 0.0254
C -17.8010 0.3688 -17.5312 -0.6085
N -17.9111 -0.2216 -18.7342 0.1763
C -17.5237 -0.5441 -16.3642 -0.0164
H -17.8439 -1.2224 -18.8894 0.0465
H -18.1607 0.3741 -19.5229 0.0752
H -17.2685 0.0619 -15.4997 0.0780
H -16.5987 -1.1069 -16.5436 0.0774
H -18.2774 -1.3252 -16.2641 0.0725
C -21.9510 1.8635 -23.5791 -0.0429
O -21.6420 0.5620 -23.0918 -0.2317
C -22.7733 -0.0933 -22.5770 -0.2241
C -22.3848 -1.3947 -21.8499 -0.1632
N -21.2678 -1.1701 -20.9136 -0.0348
C -21.6033 -0.2069 -19.8549 -0.1616
C -22.6022 -0.7141 -18.8168 -0.2015
O -22.0832 -1.9418 -18.3008 -0.2148
C -22.8841 -2.4659 -17.2294 -0.0796
H -22.0470 2.5491 -22.7349 0.1063
H -22.8322 1.9031 -24.2228 0.1019
H -21.0910 2.1866 -24.1612 0.0902
H -23.5011 -0.3345 -23.3690 0.1225
H -23.4605 0.5255 -21.9821 0.1277
H -22.1690 -2.1501 -22.6069 0.1064
H -23.3306 -1.7766 -21.4432 0.1237
H -21.1387 -2.0452 -20.4095 0.1162
H -22.0801 0.7177 -20.1897 0.1286
H -20.6837 0.1271 -19.3746 0.1169
H -23.5391 -1.0448 -19.2824 0.1185
H -22.7834 0.1685 -18.1971 0.1351
H -23.3429 -1.6777 -16.6305 0.0873
H -22.2684 -3.0541 -16.5539 0.0813
H -23.6587 -3.0357 -17.7487 0.0906


No. 2
18
Properties=species:S:1:pos:R:3:lowdin_charge:R:1 method="wB97M-V/def2-TZVPD" lumo_energy_ev="0.249 / 0.360" total_energy_ev=-10263.15177 total_charge=0 de_lowest_kj_mol=742.8
C 0.2639 -0.2512 0.1102 -0.4311
N -0.3489 0.2477 -0.9894 -0.0379
N -1.3009 -0.4676 -1.5119 0.0629
N -0.2921 -1.3710 0.8059 0.0421
C 1.6032 -1.2669 -1.1267 -0.1573
C -1.1822 1.3517 0.8307 -0.0870
C -0.5526 2.3660 1.3985 -0.1010
N 2.8293 -1.0204 -1.1081 0.0202
H 1.0505 0.3642 0.5303 0.0995
H -1.6141 -0.2009 -2.4311 0.1167
H -1.6207 -1.2957 -1.0096 0.1080
H 0.4341 -2.0378 1.0468 0.0800
H -0.7697 -1.0323 1.6362 0.0733
H 3.0896 -0.2439 -0.4872 0.0315
H 1.2074 -2.0626 -1.7787 0.0581
H -2.2719 1.2871 0.8003 0.0415
H 0.5367 2.4418 1.3848 0.0372
H -1.0615 3.1918 1.8990 0.0432


No. 3
86
Properties=species:S:1:pos:R:3:lowdin_charge:R:1 method="wB97M-V/def2-TZVPD" lumo_energy_ev=-3.729 total_energy_ev=-82802.30767 total_charge=+1
C -0.1300 -0.6061 5.8895 0.0611
C 0.1665 0.4023 5.1227 -0.1065
C 0.5962 1.6057 4.1192 -0.1808
C -0.3658 1.6596 2.8011 -0.1434
C 0.5512 1.7499 1.4398 -0.1040
N 0.5702 0.4993 0.6448 0.0344
C -0.3778 -0.2429 -0.1623 -0.2424
N -1.6558 0.1103 -0.4074 -0.1496
C -2.4093 1.3042 0.0563 -0.1444
C -3.2723 0.8720 1.3883 -0.1513
C -4.8828 0.9335 1.1351 -0.1576
C -5.6878 -0.2952 1.8154 -0.1517
N -6.4765 -1.1240 0.8596 -0.1425
C -6.9006 -2.5227 1.1314 -0.0745
C -7.7362 -3.1348 -0.0714 -0.0721
C -7.8289 -1.9964 -1.1678 -0.0658
C -7.0449 -0.8389 -0.4518 -0.1222
P -2.5789 -1.0828 -1.3994 0.3959
O -1.7883 -1.2747 -2.9386 -0.2367
O -4.1626 -0.5684 -1.7585 -0.2499
S -2.7820 -2.8015 -0.4631 0.2873
N 0.2346 -1.4552 -0.6888 0.1307
C 1.5998 -1.5432 -0.1885 -0.0218
C 2.7314 -2.6869 -0.4042 -0.0827
O 2.2812 -3.7689 -1.2535 -0.1683
O 1.2667 -4.4318 -0.6541 -0.0230
N 1.6894 -0.3124 0.6022 -0.0428
C 3.0166 -0.1540 1.2505 -0.1297
C 3.4654 -0.7995 2.4478 0.0763
H -0.3623 -1.6081 6.4135 0.0577
H 1.7014 1.3977 3.8594 0.0916
H 0.5795 2.6219 4.6640 0.1043
H -1.0797 2.5474 2.9180 0.1094
H -0.8849 0.6323 2.7496 0.1109
H 1.5958 2.0882 1.8307 0.1356
H 0.2182 2.6304 0.7531 0.1349
H -3.2282 1.5753 -0.7285 0.1258
H -1.8120 2.2682 0.1994 0.1194
H -3.0565 1.5410 2.2945 0.0795
H -3.0484 -0.2274 1.6909 0.1099
H -5.1773 1.0834 0.0370 0.0868
H -5.2436 1.8922 1.6929 0.1106
H -4.9787 -0.9995 2.3845 0.1266
H -6.4390 0.1225 2.6032 0.1321
H -6.7184 -3.1733 2.0541 0.1004
H -8.1876 -4.1818 -0.1841 0.0808
H -8.3326 -2.0131 -2.2098 0.0900
H -6.9518 0.1526 -1.0199 0.0960
H -1.1198 -0.5304 -2.9683 0.0762
H -4.3068 -0.5191 -2.7461 0.1109
H 3.6761 -2.1646 -0.7937 0.1397
H 2.9790 -3.0751 0.6668 0.1484
H 0.4439 -4.2820 -1.1969 0.1354
H 3.7802 0.5379 0.7131 0.1421
H 4.1879 -0.1863 3.1207 0.1034
H 3.2380 -1.8723 2.7754 0.0909
C 4.1034 -1.9466 -3.7779 -0.1373
C 4.8108 -3.2665 -3.7654 -0.1292
O 6.0106 -2.9937 -4.4731 0.0809
C 6.2401 -1.6554 -4.3712 -0.5161
O 7.2557 -1.1139 -4.7123 0.1551
O 5.1678 -1.0098 -3.8307 0.0647
H 3.4947 -1.7915 -2.8857 0.1009
H 3.4747 -1.8174 -4.6639 0.1421
H 5.0641 -3.5966 -2.7531 0.1331
H 4.2371 -4.0517 -4.2606 0.1439
C 7.8153 1.7991 -7.1508 -0.1376
C 8.3719 1.5910 -5.7766 -0.1415
O 9.7292 1.9843 -5.9155 0.0654
C 9.7922 2.8339 -6.9786 -0.5418
O 10.7590 3.4823 -7.2714 0.1543
O 8.6151 2.8531 -7.6657 0.0603
H 6.7614 2.0834 -7.1354 0.1323
H 7.9366 0.9188 -7.7893 0.1365
H 7.8928 2.2319 -5.0296 0.1359
H 8.2996 0.5522 -5.4511 0.0983
C -4.4816 2.3330 4.9737 -0.1327
C -4.6269 3.2676 6.1346 -0.1200
O -3.2869 3.4539 6.5671 0.0842
C -2.4825 3.1897 5.5035 -0.5171
O -1.3014 3.4117 5.4750 0.1375
O -3.1879 2.6415 4.4737 0.0226
H -5.2432 2.4964 4.2088 0.1286
H -4.5020 1.2819 5.2769 0.1412
H -5.0422 4.2367 5.8427 0.1409
H -5.2384 2.8464 6.9345 0.1431